Formula: C10H16O
Source: the Open Molecules 2025 dataset
Level of theory: wB97M-V/def2-TZVPD

Structure (ORCA input):
```
! RIJCOSX wB97M-V def2-TZVPD def2/J DEFGRID3
* xyz 0 1
C 0.7624 -3.4253 1.3515
C 0.5525 -1.9108 1.5784
C -0.1388 -1.1960 0.4426
C 0.5533 -0.8581 -0.7071
C -0.0444 0.0415 -1.5974
C -1.2865 0.5842 -1.3500
O -1.5831 1.6797 -2.1011
C -2.0579 0.0401 -0.3153
C -1.4841 -0.8516 0.5617
H 0.5524 -4.0206 2.2419
H 1.7768 -3.6639 1.0328
H 0.0108 -3.8082 0.6573
H -0.1337 -1.8881 2.3907
H 1.4565 -1.4233 1.9341
H 1.5130 -1.3241 -0.8836
H 0.6710 0.4759 -2.2892
H -2.4005 2.1389 -1.8782
H -3.1122 0.2959 -0.3808
H -2.1218 -1.3285 1.2963
C 2.0077 3.2699 0.5103
C 1.6120 1.8360 0.9473
H 3.0981 3.3276 0.6136
H 1.7677 3.5183 -0.5097
H 1.7819 3.9348 1.3339
H 1.2889 1.2771 0.0838
H 0.7264 1.8813 1.5825
H 2.4268 1.2996 1.4219
*
```

Properties
SMILES: CCc1ccc(O)cc1.CC
Energy, eV: -12675.9856
Kohn-Sham gap, eV: 9.137
M, g mol⁻¹: 152.24

Atom charges from the Mulliken analysis, given in e for atoms 1 to 5:
1 C -1.189
2 C -0.773
3 C 0.585
4 C -0.553
5 C -0.478